a:
{
  "formula": "C45H117N3O15",
  "method": "ωB97M-V/def2-TZVPD",
  "symbols": ["H", "N", "H", "H", "H", "C", "H", "C", "C", "H", "C", "H", "H", "O", "H", "H", "H", "H", "O", "C", "H", "H", "H", "C", "H", "H", "C", "H", "C", "H", "H", "H", "H", "C", "H", "C", "C", "H", "N", "H", "H", "C", "H", "H", "C", "C", "H", "H", "H", "H", "H", "C", "H", "O", "H", "C", "H", "O", "H", "H", "H", "C", "H", "H", "C", "H", "C", "C", "O", "H", "H", "C", "H", "H", "H", "H", "H", "C", "H", "H", "C", "C", "H", "O", "H", "H", "C", "H", "H", "C", "H", "C", "H", "H", "O", "O", "H", "O", "H", "C", "H", "H", "H", "C", "C", "H", "C", "C", "H", "H", "O", "H", "H", "H", "C", "O", "H", "H", "H", "H", "C", "H", "C", "H", "O", "H", "C", "H", "C", "H", "C", "H", "H", "H", "H", "C", "H", "H", "H", "H", "H", "H", "H", "H", "H", "C", "N", "O", "O", "H", "H", "H", "C", "H", "H", "H", "H", "C", "H", "H", "H", "H", "H", "H", "H", "C", "H", "H", "H", "H", "C", "H", "C", "H", "H", "H", "H", "O", "H", "H"],
  "coordinates": [[-0.92, -4.15, 5.17], [-0.64, -3.28, 5.62], [-5.50, -5.14, -1.11], [3.23, -0.34, -5.04], [0.94, -3.03, 4.23], [0.05, -2.50, 4.60], [1.04, -4.22, -3.07], [-3.47, 1.39, -7.52], [5.78, -0.38, 0.48], [-0.11, 2.59, 6.52], [-0.45, 1.56, 6.63], [4.86, -4.55, 3.85], [-0.48, 3.71, 3.31], [2.85, -5.26, 1.86], [1.99, -1.19, -4.03], [4.57, -4.29, 1.46], [0.07, 6.36, -10.41], [-0.25, 3.44, -4.07], [-6.61, 2.46, 0.48], [-1.38, -0.17, -1.75], [2.37, 0.58, 9.99], [2.81, -5.52, -0.11], [-1.75, -2.04, 1.06], [-5.20, 2.81, 0.53], [3.37, -6.20, 6.82], [4.82, -1.77, -0.79], [-5.11, -3.28, -1.60], [2.98, -5.84, 2.61], [2.11, -2.08, 9.57], [-0.72, -3.46, 0.88], [0.89, -4.83, -0.04], [7.89, -0.51, 0.92], [4.26, -2.95, 3.96], [-1.60, -3.07, 1.40], [-2.27, 1.37, 2.93], [3.70, -4.09, 2.08], [-5.95, -3.23, -2.86], [5.52, -0.86, 1.43], [0.59, 0.67, 7.12], [3.76, -0.43, -0.42], [0.72, -6.75, -2.46], [4.01, -3.94, 3.55], [2.29, -3.52, 6.47], [1.56, 4.90, 0.50], [-2.77, 2.02, -6.34], [-0.53, 0.40, -0.65], [2.64, -2.51, 8.71], [1.30, -0.44, -1.47], [2.01, 2.00, 7.87], [-0.08, -3.60, -1.89], [0.27, -2.63, 7.29], [-0.26, 5.18, -5.34], [-0.95, -0.37, -2.73], [0.83, 7.43, -8.82], [3.56, -2.03, 1.53], [1.31, 1.26, 8.24], [1.46, -2.79, 10.07], [1.34, -0.96, 9.16], [1.98, 3.64, 2.94], [-3.99, 4.37, -0.36], [-0.70, 7.89, -10.25], [3.04, -5.64, 7.70], [0.76, -1.67, -6.42], [0.63, 1.72, 8.97], [-0.05, 5.42, -7.77], [1.02, 7.79, -10.79], [-3.62, -3.49, -1.86], [0.16, -3.60, 6.80], [2.59, -5.41, -1.05], [3.15, -4.26, 4.14], [1.59, -3.08, -1.87], [-0.03, 6.95, -7.80], [-2.93, 2.09, -4.20], [-1.89, -1.09, -1.44], [0.52, -1.61, 5.03], [-2.47, -3.67, 1.12], [-5.77, -4.12, -3.47], [1.19, -5.12, -1.05], [2.02, -0.82, -7.22], [0.40, -0.28, -7.52], [0.85, -0.21, -0.51], [-0.80, -2.16, 3.40], [0.82, 5.05, -5.35], [0.01, 0.33, -4.79], [1.50, -4.87, 5.64], [-1.77, 5.09, -6.73], [0.27, 7.40, -10.11], [-3.56, 1.02, 4.08], [-0.59, 5.16, -8.69], [7.19, -0.82, 0.14], [-1.25, 1.65, 7.39], [-4.41, 1.53, 0.32], [2.61, -3.02, 0.49], [-4.50, 0.88, 1.19], [-1.34, 1.99, -6.51], [-5.65, -4.27, -0.73], [0.91, 4.91, -7.83], [1.70, -5.21, 7.64], [-4.25, 1.23, -4.96], [4.80, -0.68, -0.65], [-7.01, -3.20, -2.63], [-1.01, 2.91, -6.50], [2.00, -2.66, 2.05], [1.29, 3.44, 2.11], [-3.17, 1.39, -5.01], [-2.18, 0.55, -2.01], [1.04, -0.66, -6.73], [-0.82, 4.38, -1.84], [-3.04, 3.08, -6.32], [3.74, -4.81, 7.85], [-1.45, -3.24, 2.80], [3.05, -0.08, 8.50], [6.43, 1.44, 0.16], [3.09, -6.29, 8.57], [-0.84, 4.36, -4.20], [1.11, 1.99, 2.11], [0.21, -0.22, 7.41], [-1.05, 7.33, -7.99], [-3.36, 2.67, 3.60], [-2.64, 0.47, -4.76], [2.26, -0.27, -4.54], [-0.69, -6.27, -1.43], [-4.89, 3.80, -0.59], [5.20, -0.23, -1.55], [5.79, 1.03, 0.75], [-0.18, -1.64, 2.65], [-0.12, 3.95, 2.32], [-4.94, 3.36, 1.44], [-2.79, 1.76, 3.80], [-1.90, 4.11, -4.34], [0.40, -6.33, -1.50], [-5.72, 4.49, -0.78], [2.76, -1.73, 10.38], [-4.86, 0.92, -0.46], [-4.73, 3.35, -1.57], [-1.03, 1.10, 5.31], [1.97, 1.60, 2.30], [0.75, -1.14, 0.06], [-0.19, 5.04, 2.22], [-1.47, 0.10, 5.38], [-1.51, -1.40, 3.77], [-3.15, 0.37, -7.73], [3.01, 3.91, 0.81], [-1.00, 5.09, -1.03], [-5.19, -2.33, -1.06], [2.11, 0.22, 8.99], [-0.80, 4.82, -6.66], [-0.67, 5.13, -3.03], [-2.03, 2.04, 4.96], [-0.74, 3.51, 1.54], [0.62, -7.12, -0.76], [-0.44, -4.17, 7.51], [1.24, 0.22, -5.55], [-5.76, -2.37, -3.51], [7.53, -0.34, -0.78], [-3.36, 1.76, 0.16], [-0.38, 1.46, -0.91], [2.93, -2.91, 1.53], [1.48, 1.27, -5.76], [-3.32, -4.53, -2.01], [1.61, 3.24, 0.01], [-0.71, 0.80, 1.28], [-3.37, 1.96, -8.45], [-0.60, 0.92, -5.28], [1.55, 0.44, 0.01], [1.51, -4.29, 6.58], [7.31, -1.91, 0.08], [-1.69, 3.72, -1.90], [0.31, 7.43, -6.89], [0.09, 3.88, -1.52], [1.93, 3.92, 0.81], [-4.54, 1.25, -7.30], [0.95, -3.96, -2.01], [-6.98, 2.87, 1.27], [-3.37, -2.99, -2.80], [2.40, 0.44, -3.71], [-2.97, -3.02, -1.12], [-1.27, 0.46, 0.57], [-0.44, 6.24, -5.15], [-0.24, 1.15, 4.56]],
  "e_lumo_ev": 0.4111,
  "mol_weight_g_mol": 940.4,
  "orbital_gap_ev": 9.0
}

=====

b:
{
  "formula": "C45H117N3O15",
  "method": "ωB97M-V/def2-TZVPD",
  "symbols": ["C", "H", "C", "H", "H", "H", "C", "H", "C", "H", "C", "H", "C", "H", "H", "C", "O", "H", "C", "C", "O", "H", "H", "H", "H", "H", "H", "H", "H", "H", "H", "H", "N", "H", "H", "H", "H", "H", "H", "C", "C", "H", "H", "H", "H", "H", "H", "C", "H", "H", "H", "H", "H", "H", "H", "H", "C", "C", "H", "H", "H", "H", "C", "C", "H", "H", "C", "N", "O", "H", "H", "O", "H", "H", "H", "H", "H", "H", "C", "O", "C", "H", "H", "H", "H", "C", "H", "C", "H", "C", "H", "H", "C", "O", "H", "H", "O", "H", "H", "H", "C", "H", "C", "C", "C", "C", "C", "H", "H", "H", "H", "H", "H", "H", "H", "H", "H", "C", "H", "C", "H", "H", "H", "C", "H", "H", "H", "H", "H", "H", "H", "H", "H", "C", "C", "C", "C", "O", "C", "O", "H", "H", "O", "H", "O", "O", "H", "C", "H", "C", "H", "H", "C", "C", "H", "C", "H", "H", "O", "C", "H", "H", "H", "O", "H", "H", "H", "H", "C", "H", "H", "H", "O", "H", "H", "C", "H", "N", "H", "H"],
  "coordinates": [[4.47, -3.96, 2.25], [-4.85, 0.17, -3.96], [0.57, 0.96, -7.32], [-5.19, 2.01, 1.80], [-0.45, 0.92, 1.52], [-3.09, 6.62, 5.07], [0.24, 5.93, -4.12], [-0.15, 6.92, -3.88], [1.54, -4.59, 2.32], [-4.80, -0.12, 5.79], [-0.35, 3.63, -3.96], [3.91, 1.68, 3.32], [-3.77, 4.87, 3.87], [4.50, 3.35, -0.65], [-0.40, -3.42, 3.88], [2.23, -0.65, -3.10], [0.05, 0.84, -8.66], [6.00, 0.60, -2.60], [-5.98, 2.75, -0.03], [-0.40, 1.23, -6.24], [-4.07, 5.78, 2.92], [6.72, 0.66, -5.51], [2.60, -2.01, -1.14], [-6.74, 1.40, 1.48], [-1.76, -2.28, 2.05], [-3.31, 4.00, 3.40], [0.32, -4.72, -3.08], [-3.85, 2.97, -0.22], [-2.49, 4.97, 5.51], [2.29, -6.42, 1.50], [4.69, -5.77, 1.74], [-6.84, 3.32, 0.32], [3.95, -5.12, 1.53], [2.91, -5.99, 3.15], [-6.16, 2.06, 6.72], [-2.84, 1.13, 3.06], [6.15, -0.09, -7.53], [1.66, -0.35, -3.97], [0.13, 1.09, -5.30], [-3.48, -3.10, 2.10], [1.23, -0.40, -7.06], [5.39, -0.34, -4.96], [0.72, -2.44, 0.64], [-1.45, 0.39, 4.07], [-2.73, -4.63, -2.84], [0.56, 2.08, -2.75], [-6.31, 1.14, 8.23], [6.81, -1.37, -6.21], [7.05, -3.26, -5.06], [0.89, -3.49, -2.01], [-4.03, 2.10, 6.34], [2.21, 5.18, 4.34], [-5.52, -1.95, -3.93], [2.40, 4.12, -0.88], [-3.84, 1.27, 9.05], [8.32, -6.16, 3.08], [6.46, -0.33, -5.15], [-4.16, -2.67, 0.75], [-1.29, 3.08, -4.05], [-4.42, 4.04, 0.93], [0.17, 3.50, -4.90], [-3.08, -4.98, 3.22], [4.07, 3.11, -1.63], [-4.23, -0.36, -3.23], [3.18, -0.13, -3.18], [1.75, 0.28, 1.00], [-2.76, 5.65, 4.70], [0.57, -1.46, 0.83], [6.13, -1.04, -7.40], [-2.15, -0.38, -2.53], [-3.85, -3.23, -0.13], [4.48, 1.82, -2.25], [0.01, 3.45, -1.75], [-4.88, 4.64, 5.63], [7.90, -1.36, -6.33], [-6.48, 2.90, -2.01], [4.26, -4.04, 3.32], [0.80, -2.19, 3.41], [-4.26, -0.05, 6.74], [-3.42, 1.60, 8.25], [-4.71, 3.62, -0.04], [2.96, 1.55, 4.87], [-4.93, 0.72, -1.83], [2.38, -1.73, -3.17], [-3.22, -0.34, 6.60], [-4.47, -1.85, -3.65], [3.58, 4.14, 2.90], [2.27, 3.13, 3.56], [0.71, -2.85, 5.07], [2.70, -5.64, 2.14], [3.62, -0.75, -0.59], [-5.42, 0.79, 0.40], [-5.69, 1.87, 7.69], [-6.09, 2.29, -1.38], [-5.85, 5.49, 4.40], [-1.20, -1.65, 0.05], [-2.06, -3.17, 1.85], [8.35, -4.40, 3.45], [0.73, 4.27, 4.58], [1.73, -3.76, 1.64], [1.87, -0.76, 0.70], [0.50, -1.15, -7.38], [-2.74, 0.07, -3.33], [0.53, 3.17, -2.67], [3.39, 2.20, 4.12], [2.56, 3.27, -1.53], [7.96, -5.18, 2.79], [-5.53, 3.68, 4.33], [6.36, -2.96, 2.73], [-4.06, -5.16, 1.73], [-4.74, 4.37, -0.83], [-5.25, -2.72, 0.82], [-1.62, -6.06, -2.67], [-1.18, 0.48, -6.34], [-1.52, -3.24, -1.16], [2.56, -1.27, 1.37], [-2.09, 0.63, 0.68], [-3.84, -4.52, 2.59], [-0.89, 2.20, -6.33], [0.63, -3.08, 4.01], [4.48, 3.94, -2.20], [-2.99, -0.48, 3.75], [-3.92, -2.10, -4.56], [-4.32, 1.46, 7.18], [-0.46, -0.39, -0.77], [-3.63, -2.42, 2.94], [-2.85, -5.50, -1.45], [2.10, -0.49, -7.71], [6.29, -3.41, -6.68], [-5.80, 2.79, 8.25], [-2.57, 1.15, -3.33], [-3.95, -1.63, 0.51], [-4.73, -0.75, 7.42], [6.02, -3.87, 2.23], [-5.15, 4.67, 4.57], [5.61, 1.21, -1.79], [-5.80, 1.64, 0.98], [1.87, -0.35, -1.72], [-0.01, -3.84, -2.52], [2.77, 3.81, 2.51], [-0.08, 1.74, -8.96], [6.30, -3.69, 1.19], [-0.57, -4.75, -0.42], [1.11, 5.87, -3.47], [-1.80, -0.59, 2.28], [-4.62, -0.19, -1.91], [4.23, 2.76, 4.53], [-1.22, 0.23, 1.20], [7.14, -0.67, -4.36], [1.81, 4.18, 4.55], [5.50, -2.86, -5.27], [1.55, -0.55, -6.03], [2.57, -1.01, -0.70], [-0.53, -0.81, 0.23], [6.34, 1.89, -1.32], [-2.28, 0.25, 3.37], [5.23, 0.61, -0.97], [-1.78, 5.81, 4.25], [6.58, -5.09, 2.87], [6.44, -2.77, -5.82], [0.56, -5.03, 2.22], [1.46, 2.54, 3.13], [-4.23, -2.53, -2.84], [1.67, -4.03, 3.64], [-2.31, -0.30, -4.26], [2.37, 3.10, -3.54], [4.00, -3.06, 1.84], [2.01, 4.00, 5.60], [-1.10, -4.16, -1.57], [-1.14, -4.62, 0.34], [1.29, 1.78, -7.36], [-4.77, -4.48, 3.15], [-0.76, 4.96, -3.82], [-3.25, 6.08, 2.51], [-0.42, -3.11, -3.22], [-2.09, -5.21, -2.17], [8.36, -4.85, 1.83], [1.93, 3.61, -2.79], [0.68, 5.92, -5.12], [2.13, 2.45, -0.95]],
  "e_lumo_ev": 0.3243,
  "mol_weight_g_mol": 940.4,
  "orbital_gap_ev": 8.7
}

=====

Energy above the most stable structure, in eV: a 0.000; b 5.012

=====

a:
{
  "formula": "IO6V3",
  "method": "ωB97M-V/def2-TZVPD",
  "symbols": ["O", "I", "V", "O", "O", "O", "O", "V", "O", "V"],
  "coordinates": [[0.49, 4.06, 1.69], [0.64, -2.63, 0.50], [-0.68, -0.09, 0.44], [-2.04, -0.39, -0.21], [-1.13, -1.67, -2.40], [0.84, -3.23, -3.11], [1.35, 1.87, 2.97], [-0.67, -2.81, -3.42], [-0.35, 1.49, 0.70], [1.55, 3.39, 2.83]],
  "charge": 2,
  "e_lumo_ev": -10.3533,
  "mol_weight_g_mol": 375.7,
  "orbital_gap_ev": 4.7
}

=====

b:
{
  "formula": "IO6V3",
  "method": "ωB97M-V/def2-TZVPD",
  "symbols": ["I", "O", "V", "O", "O", "O", "V", "O", "V", "O"],
  "coordinates": [[0.61, -0.08, 0.38], [2.62, -2.63, -1.02], [3.15, -1.11, -0.62], [-0.50, 3.00, 1.52], [-2.19, 2.71, -0.33], [4.69, -0.97, -0.96], [-0.66, 2.38, 0.01], [-2.45, -1.82, 1.41], [-2.04, -1.30, -0.04], [-3.22, -0.18, -0.35]],
  "charge": 2,
  "e_lumo_ev": -10.7323,
  "mol_weight_g_mol": 375.7,
  "orbital_gap_ev": 8.6
}

=====

Energy above the most stable structure, in eV: a 0.666; b 0.000